Record 1
Here is a molecular structure, C9H15EuFGaINO in a non-equilibrium geometry from the OMol25 dataset. Energies are from wB97M-V/def2-TZVPD.

Last column: Löwdin charge in e.
Positions of all 30 atoms, in Å:
Eu 1.85830 -0.48239 -3.89150  1.6018
I 0.87479 2.84381 -2.97268  0.4094
Ga 0.61853 1.05481 -1.02353  0.1273
F -1.04279 1.11249 2.32905  -0.0677
O 1.16116 -3.64277 -0.64496  0.1347
N 0.79036 -2.30460 1.14903  0.1252
C 0.57256 -0.77755 -1.98219  -0.4239
C -1.52829 0.55342 1.10140  -0.3882
C 2.36768 1.24143 0.12338  -0.1615
C -1.07977 1.55491 -0.02707  -0.1944
C 1.94920 1.71732 2.73231  0.2919
C -0.30011 -1.89138 -1.28397  -0.1233
C 2.00028 1.52804 1.51811  -0.0849
C 0.60363 -2.65855 -0.25029  -0.4733
C -3.10860 0.47527 1.09158  -0.0227
H -3.57049 1.14661 0.32884  0.0829
H -1.07248 -0.45873 1.03180  0.0821
H -1.86389 1.76081 -0.79697  0.0691
H -3.44568 0.83530 2.09294  0.0998
H -0.87805 2.53646 0.48875  0.0950
H -0.55640 -2.63974 -2.08239  0.1327
H 3.00498 0.32898 0.00623  0.1020
H 1.85316 1.81518 3.83116  0.1192
H 1.67051 -1.19030 -2.02172  0.0173
H -0.11945 -2.46992 1.60776  0.1140
H 0.22462 -0.62445 -3.08655  -0.0264
H 0.93513 -1.28733 1.22605  0.0581
H 2.93010 2.14136 -0.25239  0.0982
H -3.49452 -0.55322 0.90057  0.0867
H -1.27893 -1.53338 -0.88410  0.1189

Frontier orbital gap (alpha / beta)   7.23 / 5.17 eV
2S+1   7
Net charge   +2
Electronic energy   -3513.6893 a.u.

Record 2
Here is 2 unconnected molecules or ions with the total composition C9H15FN2Si in a non-equilibrium geometry from the OMol25 dataset. Energies are from wB97M-V/def2-TZVPD.

Last column: Löwdin charge in e.
Positions of all 28 atoms, in Å:
Si -1.12202 1.33730 1.06718  0.7213
F -1.46612 1.71184 2.66657  -0.2409
N 0.84874 2.27462 -0.80714  -0.0023
N 1.95638 1.49636 -0.84505  -0.3942
C -1.32459 -2.60571 -0.09026  -0.0749
C -1.34747 -1.18558 -0.01693  -0.1497
C -0.73306 -0.51133 1.02606  -0.3123
C -0.18391 -2.64585 2.02521  -0.0791
C 1.78926 0.16975 -1.38846  -0.1078
C -2.62057 2.09769 0.10308  -0.2059
C -0.02762 -1.27166 2.01017  -0.0842
C 2.64460 1.32673 0.45734  -0.0553
C -0.79653 -3.31387 0.95948  -0.1041
H -1.79660 -3.15705 -0.96870  0.1269
H 2.10672 1.92692 1.18298  0.0687
H 2.72026 -0.35256 -1.05513  0.0891
H 0.12260 1.85205 -1.51899  0.0543
H 3.64655 1.68476 0.39951  0.0762
H 0.20091 -3.30179 2.87395  0.1292
H -2.58956 3.20374 0.46958  0.0662
H -0.85557 -4.33644 1.02265  0.0723
H -2.41456 1.95710 -0.92068  -0.0263
H 1.58177 0.29589 -2.52307  0.1177
H -1.67312 -0.68928 -0.91023  0.0906
H 2.49754 0.28481 0.48241  0.0360
H 0.91582 -0.24990 -0.75625  0.0777
H 0.32298 -0.82017 2.85712  0.0707
H -3.53236 1.49998 0.38050  0.0402

Frontier orbital gap (alpha / beta)   7.51 / 7.19 eV
Net charge   0
Electronic energy   -850.6868 a.u.

Record 3
Here is 2 unconnected molecules or ions with the total composition C9H15N2 in a non-equilibrium geometry from the OMol25 dataset. Energies are from wB97M-V/def2-TZVPD.

Last column: Löwdin charge in e.
Positions of all 26 atoms, in Å:
N 1.45493 -1.67244 0.42433  0.0993
N 1.11645 -0.49083 -0.18511  -0.1632
C 0.82805 -0.85866 -1.54666  0.0025
C 1.12444 -2.16142 -1.75558  0.0285
C -1.18421 2.87706 -0.63135  0.2951
C 1.45030 -2.78628 -0.47464  -0.3243
C 0.97002 0.67767 0.27330  -0.1575
C -2.35239 1.31829 0.70594  -0.0745
C 1.28046 1.01149 1.63901  -0.1184
C 1.65472 -4.07566 -0.26496  0.0697
C -2.48159 2.23842 -0.48217  -0.2392
H -1.88909 0.38268 0.41969  0.0918
H -3.37531 1.21437 0.93216  0.0794
H -2.70342 1.65043 -1.46773  0.2035
H 1.19275 -2.86259 -2.53578  0.1090
H 1.68903 -4.45266 0.73191  0.0545
H -1.18116 3.88884 -0.94428  0.0943
H 1.14848 0.14677 2.38921  0.0995
H -1.99695 1.79482 1.57926  0.0788
H 0.63300 1.85474 1.88340  0.0464
H 0.23478 -0.07547 -2.02596  0.1174
H -3.22629 3.09557 -0.48028  0.1570
H 1.54627 -4.88597 -1.02659  0.0920
H -0.21326 2.38186 -0.32945  0.0556
H 1.91140 -1.64360 1.34534  0.1659
H 2.36858 1.43256 1.82698  0.1372

Frontier orbital gap (alpha / beta)   4.67 / 4.34 eV
Net charge   +1
Electronic energy   -460.9154 a.u.

Record 4
Here is a molecular structure, C9H15N2O2Sc in a non-equilibrium geometry from the OMol25 dataset. Energies are from wB97M-V/def2-TZVPD.

Last column: Löwdin charge in e.
Positions of all 29 atoms, in Å:
Sc -0.00875 -0.05450 0.08753  1.0932
O -0.97005 -0.82453 3.97138  0.0745
O -0.71135 -0.96402 1.80078  0.0069
N 0.53336 0.57408 2.93597  0.1043
N 1.16767 1.00335 1.69526  0.0523
C -2.16809 0.94713 -0.04236  -0.0294
C 2.06693 -0.45438 -0.97714  -0.1431
C 1.45602 -1.71739 -0.68361  -0.1245
C 0.10923 -0.60891 -2.19610  -0.1358
C -0.74562 -0.14802 5.23076  0.0282
C 0.24899 -1.81478 -1.43946  -0.1165
C 1.23403 0.22525 -1.92014  -0.1309
C -0.38360 -0.41338 2.88660  -0.5044
C -1.26665 1.97854 -0.05682  -0.0524
H -1.09454 0.88500 5.19916  0.1177
H -1.36992 -0.74350 5.88291  0.1213
H -2.54050 0.44911 -0.94394  0.1095
H -0.46488 -2.63167 -1.41579  0.1399
H -2.62990 0.56864 0.87651  0.1011
H 0.29971 -0.21462 5.53257  0.1134
H -0.98182 2.53951 0.84122  0.0908
H 0.82473 0.94811 3.83641  0.1660
H 1.82096 -2.45049 0.02699  0.1353
H 1.45280 1.17440 -2.39450  0.1331
H 3.01910 -0.09495 -0.60210  0.1275
H 1.14087 2.02424 1.57410  0.1395
H 2.16589 0.75266 1.64914  0.1441
H -0.84732 2.39678 -0.97881  0.1041
H -0.68857 -0.38445 -2.89244  0.1343

Frontier orbital gap   8.04 eV
Net charge   +2
Electronic energy   -1372.0904 a.u.